(1)
43
Properties=species:S:1:pos:R:3 method="wB97M-V/def2-TZVPD" e_above_lowest_kcal_mol=0.0 charge=0 lumo_energy_ev=-0.03 smiles="Cc1cccc(C(=O)NNC(=O)c2c(O)c3ccccc3n(C)c2=O)c1"
C 1.70 3.22 0.14
C 1.27 2.43 -1.06
C 1.36 1.04 -1.05
C 0.95 0.30 -2.16
C 0.49 0.94 -3.29
C 0.42 2.33 -3.31
C 0.80 3.06 -2.20
H 0.73 4.14 -2.22
H 0.06 2.83 -4.20
H 0.20 0.38 -4.16
C 0.99 -1.18 -2.01
O 1.80 -1.77 -1.33
N -0.02 -1.83 -2.69
N -0.36 -3.10 -2.24
C -0.61 -3.40 -0.94
O -0.59 -4.58 -0.58
C -0.82 -2.30 0.02
C -0.38 -2.52 1.31
O 0.03 -3.70 1.75
H -0.10 -4.36 1.01
C -0.31 -1.41 2.23
C 0.26 -1.56 3.50
C 0.37 -0.48 4.34
C -0.08 0.77 3.92
C -0.65 0.94 2.68
C -0.79 -0.15 1.80
N -1.39 -0.03 0.58
C -1.45 -1.06 -0.35
O -2.06 -0.88 -1.41
C -2.01 1.23 0.20
H -2.51 1.07 -0.75
H -2.75 1.53 0.95
H -1.26 2.01 0.09
H -0.99 1.92 2.38
H 0.02 1.63 4.57
H 0.82 -0.59 5.31
H 0.61 -2.53 3.78
H -0.08 -3.88 -2.82
H -0.83 -1.27 -2.92
H 1.73 0.52 -0.18
H 1.63 2.63 1.05
H 1.09 4.12 0.25
H 2.74 3.54 0.02

(2)
25
Properties=species:S:1:pos:R:3 method="wB97M-V/def2-TZVPD" charge=-1 lumo_energy_ev=2.59
C -0.43 4.01 1.35
C -1.36 3.44 0.23
C -0.53 2.66 -0.82
O -0.21 1.33 -0.47
C -1.35 0.52 -0.25
P -0.73 -1.29 0.04
S 0.12 -3.29 0.34
H 0.37 4.56 0.82
H -0.96 4.74 1.97
H 0.05 3.23 1.95
H -2.22 2.90 0.63
H -1.76 4.32 -0.29
H -1.00 2.75 -1.81
H 0.44 3.18 -0.90
H -2.11 0.58 -1.05
H -1.87 0.81 0.69
H -1.07 -1.65 -1.29
H 0.58 -0.73 0.26
H -1.62 -1.43 1.16
H 1.03 -3.14 1.35
O 2.53 -4.81 -1.99
Cl 2.92 -5.50 -0.78
O 3.58 -4.57 0.11
O 3.83 -6.57 -1.12
O 1.75 -6.05 -0.13

What did we get for highest occupied orbital energy? Answer: -8.71; -5.41 eV, in the order shown.